(1)
The following is a DFT calculation (ωB97M-V/def2-TZVPD) of 2 unconnected molecules or ions with the total composition C4H8O3.

Calculated values
Relative energy (zero: lowest compared OMol25 entry of this formula, charge and spin) in eV: 2.119
Orbital gap in eV: 10.81
Energy in eV: -10418.885

```
15
Properties=species:S:1:pos:R:3:forces:R:3:nbo_charge:R:1
C -1.8253 0.8208 -0.9000 -0.1 0.0 -0.1 -0.6222
C -0.7760 0.1197 -0.0408 0.1 0.2 -0.1 -0.0213
O -1.3084 -0.9832 0.6422 0.0 -0.2 0.0 -0.7156
C 0.3895 -0.3279 -0.8997 0.1 -0.4 0.0 0.4420
O 0.7411 -1.4904 -0.9200 -0.1 0.5 0.0 -0.5726
H -1.4189 1.7414 -1.3345 -0.1 -0.1 0.0 0.2117
H -2.6824 1.0819 -0.2743 0.1 0.0 -0.1 0.2287
H -2.1729 0.1675 -1.7069 0.0 0.1 0.1 0.2117
H -0.3771 0.8447 0.6835 -0.1 -0.1 -0.1 0.1982
H -0.8294 -1.7581 0.3006 -0.1 0.0 0.1 0.4854
H 0.8815 0.4348 -1.5267 -0.1 -0.1 0.1 0.1383
C 2.3504 -0.1739 1.5000 -0.1 0.3 -0.1 0.2861
O 2.0432 0.8084 0.8685 0.2 -0.4 0.3 -0.5181
H 2.2682 -1.1887 1.0685 0.0 0.1 0.0 0.1313
H 2.7164 -0.0971 2.5394 0.0 0.0 -0.1 0.1163
```
Positions in Å, forces in eV/Å.

(2)
The following is a DFT calculation (ωB97M-V/def2-TZVPD) of 2 unconnected molecules or ions with the total composition C4H8O3 at a distorted geometry.

Calculated values
Relative energy (zero: lowest compared OMol25 entry of this formula, charge and spin) in eV: 1.883
Orbital gap in eV: 10.73
Energy in eV: -10419.121

```
15
Properties=species:S:1:pos:R:3:forces:R:3:nbo_charge:R:1
O -1.2592 1.3294 -0.4488 -0.3 0.0 0.0 -0.5468
C -1.1415 0.2662 0.1032 0.8 0.0 -0.6 0.4617
C 0.2377 -0.3297 0.3738 -1.0 0.3 0.4 -0.5212
C 0.3477 -1.7689 -0.1855 0.8 1.4 0.6 -0.5154
C 1.7975 -2.1957 0.0278 -1.2 -0.9 -1.1 0.4494
O 2.1492 -3.3293 -0.1543 0.5 0.3 0.4 -0.4938
H -2.0478 -0.3260 0.3160 0.1 -0.2 0.3 0.1180
H 0.9792 0.4010 0.0299 -0.2 -0.4 -0.6 0.2367
H 0.4098 -0.2975 1.4573 -0.3 -0.4 0.1 0.2312
H 0.1547 -1.7674 -1.2609 0.0 -0.1 0.0 0.2385
H -0.3527 -2.4413 0.2980 0.0 -0.2 0.0 0.2367
H 2.4663 -1.3486 0.2206 0.6 -0.1 0.3 0.1084
O -1.1298 4.0384 0.1085 -0.3 -0.2 0.2 -0.9481
H -1.0328 4.5345 -0.6986 0.1 0.4 -0.3 0.4602
H -1.5782 3.2350 -0.1871 0.2 0.0 0.2 0.4845
```
Positions in Å, forces in eV/Å.

What did the second record say?
The following is a DFT calculation (ωB97M-V/def2-TZVPD) of 2 unconnected molecules or ions with the total composition C4H8O3 at a distorted geometry.

Calculated values
Relative energy (zero: lowest compared OMol25 entry of this formula, charge and spin) in eV: 1.883
Orbital gap in eV: 10.73
Energy in eV: -10419.121

```
15
Properties=species:S:1:pos:R:3:forces:R:3:nbo_charge:R:1
O -1.2592 1.3294 -0.4488 -0.3 0.0 0.0 -0.5468
C -1.1415 0.2662 0.1032 0.8 0.0 -0.6 0.4617
C 0.2377 -0.3297 0.3738 -1.0 0.3 0.4 -0.5212
C 0.3477 -1.7689 -0.1855 0.8 1.4 0.6 -0.5154
C 1.7975 -2.1957 0.0278 -1.2 -0.9 -1.1 0.4494
O 2.1492 -3.3293 -0.1543 0.5 0.3 0.4 -0.4938
H -2.0478 -0.3260 0.3160 0.1 -0.2 0.3 0.1180
H 0.9792 0.4010 0.0299 -0.2 -0.4 -0.6 0.2367
H 0.4098 -0.2975 1.4573 -0.3 -0.4 0.1 0.2312
H 0.1547 -1.7674 -1.2609 0.0 -0.1 0.0 0.2385
H -0.3527 -2.4413 0.2980 0.0 -0.2 0.0 0.2367
H 2.4663 -1.3486 0.2206 0.6 -0.1 0.3 0.1084
O -1.1298 4.0384 0.1085 -0.3 -0.2 0.2 -0.9481
H -1.0328 4.5345 -0.6986 0.1 0.4 -0.3 0.4602
H -1.5782 3.2350 -0.1871 0.2 0.0 0.2 0.4845
```
Positions in Å, forces in eV/Å.

> Among the records above, which one has the highest energy?

number 1

> Which value of orbital gap does entry 2 give?

10.73 eV

> The lowest relative energy (zero: lowest compared OMol25 entry of this formula, charge and spin) belongs to which entry?

number 2